Record 1
{"formula": "C4H2O2Sn", "method": "wB97M-V/def2-TZVPD", "elements": ["O", "C", "H", "O", "C", "H", "C", "Sn", "C"], "positions_angstrom": [[1.317, 0.950, -1.027], [-1.514, 0.302, -0.185], [2.234, 1.241, -1.086], [-1.556, -0.964, -0.101], [-0.314, 0.991, 0.160], [-2.334, 0.834, -0.685], [0.601, 0.377, 0.941], [0.107, -1.906, 0.367], [1.553, -0.311, 0.319]], "lumo_ev": [-7.57, -7.17], "spin_multiplicity": 2, "orbital_gap_ev": [6.71, 7.55], "charge": 1, "de_lowest_kj_mol": 396.29}

---

Record 2
{"formula": "C14H21N3O2", "method": "wB97M-V/def2-TZVPD", "elements": ["N", "C", "C", "C", "H", "O", "H", "C", "H", "C", "H", "H", "C", "H", "C", "H", "O", "H", "C", "H", "H", "H", "C", "H", "C", "N", "H", "N", "H", "H", "H", "H", "H", "C", "C", "H", "C", "H", "H", "C"], "positions_angstrom": [[3.013, 0.513, 0.327], [5.369, 0.018, 0.365], [-4.733, -1.680, 0.194], [6.453, -0.401, -0.622], [-4.945, -3.623, 1.114], [-3.365, 1.950, 0.636], [3.304, 1.192, 1.018], [-5.485, -2.680, 1.064], [5.397, -1.826, 1.485], [-4.786, 0.668, -0.810], [4.721, -0.468, 2.387], [-3.736, -1.522, 0.610], [0.824, 1.393, 0.775], [7.439, -0.279, -0.179], [-0.536, 1.406, 0.548], [-2.557, -0.302, -1.425], [3.786, -1.120, -1.058], [-6.488, -0.523, -0.257], [3.989, -0.270, -0.224], [6.466, -0.578, 2.131], [-5.415, 1.557, -0.884], [-5.598, -2.295, 2.075], [1.024, -0.356, -0.837], [-6.476, -2.872, 0.659], [-1.045, 0.507, -0.390], [-0.275, -0.346, -1.056], [5.458, 1.091, 0.571], [-2.391, 0.408, -0.725], [-4.618, -2.094, -0.811], [1.259, 2.075, 1.493], [6.397, 0.199, -1.527], [-4.654, 0.242, -1.805], [6.313, -1.443, -0.898], [1.640, 0.500, 0.077], [5.494, -0.761, 1.678], [-1.193, 2.081, 1.069], [-3.457, 1.096, -0.218], [-5.554, 0.086, 1.111], [1.598, -1.070, -1.407], [-5.475, -0.347, 0.113]], "lumo_ev": 0.64, "smiles": "CCCCC(=O)Nc1ccc(NC(=O)C(C)C)cn1", "spin_multiplicity": 1, "orbital_gap_ev": 8.85, "charge": 0, "de_lowest_kj_mol": 0.13}

---

Record 3
{"formula": "C9H10S", "method": "wB97M-V/def2-TZVPD", "elements": ["C", "H", "H", "H", "H", "C", "S", "H", "H", "C", "H", "H", "C", "C", "C", "H", "C", "H", "C", "C"], "positions_angstrom": [[1.331, 0.918, -1.835], [1.455, 0.467, -2.915], [-2.985, -2.193, 2.949], [-0.958, -1.274, -2.375], [0.962, 1.857, -2.164], [-0.931, -0.807, 0.687], [-2.943, -2.449, 0.517], [2.286, 1.011, -1.339], [0.620, 1.584, 1.797], [-1.657, -1.836, -1.625], [-2.176, -2.574, -2.083], [-1.085, -0.531, 2.800], [1.055, 0.589, 1.317], [-1.397, -1.120, 1.942], [-2.478, -1.955, 2.076], [1.980, 0.893, 0.829], [-1.688, -1.594, -0.307], [1.292, -0.092, 2.163], [0.110, 0.106, 0.289], [0.338, 0.345, -1.022]], "lumo_ev": [-1.10, -1.20], "spin_multiplicity": 1, "orbital_gap_ev": [5.42, 5.13], "charge": 0, "de_lowest_kj_mol": 390.16}

---

Record 4
{"formula": "C22H32N6O8P2Zr", "method": "wB97M-V/def2-TZVPD", "elements": ["H", "H", "N", "H", "C", "H", "H", "O", "H", "H", "H", "C", "N", "C", "C", "C", "O", "H", "O", "H", "H", "H", "O", "H", "H", "H", "Zr", "H", "N", "O", "H", "H", "H", "O", "O", "C", "H", "P", "C", "C", "H", "H", "C", "H", "H", "C", "H", "N", "C", "N", "P", "H", "H", "N", "C", "C", "C", "C", "C", "H", "C", "H", "C", "H", "H", "C", "C", "C", "O", "C", "H"], "positions_angstrom": [[1.629, -0.124, 4.173], [-2.682, 2.655, 0.619], [0.254, 2.306, 1.176], [1.105, -3.557, -2.039], [-1.014, 0.073, 3.255], [-1.098, 2.350, -4.565], [-1.846, 4.315, -3.120], [1.431, -0.026, -1.470], [2.807, -1.700, -2.917], [-0.844, -4.787, 1.864], [2.879, -0.868, 2.219], [-0.723, -3.789, -0.037], [-0.623, 1.701, -1.515], [1.577, -1.733, -4.682], [1.925, -1.316, -3.412], [-2.158, -0.121, 2.282], [-3.123, -2.671, -0.803], [0.382, -1.211, 2.513], [-1.193, -1.178, -0.612], [0.158, -1.576, -6.295], [1.974, -5.051, 0.791], [3.549, 2.458, 1.238], [-0.649, -5.047, -0.693], [-3.117, 0.090, 2.762], [-1.270, -3.072, 1.943], [-2.605, 0.480, 0.387], [0.207, 0.184, 0.102], [1.239, 1.415, 3.424], [0.249, -0.204, 2.547], [1.122, -1.824, 0.672], [-1.694, 4.542, 2.738], [-3.622, -3.210, -1.432], [3.515, 0.690, 2.748], [-1.195, -2.974, -2.508], [1.684, -3.372, -1.280], [-0.307, -0.259, -4.677], [-0.881, -4.926, -1.628], [-1.572, -2.577, -1.138], [-0.584, 1.352, -2.804], [-2.155, 2.175, 1.443], [-1.223, 3.577, -0.595], [2.544, 4.593, 2.065], [2.647, 0.191, 2.312], [-1.139, -0.567, 4.131], [2.192, -2.462, -5.193], [0.045, 0.184, -3.399], [-2.401, -4.234, 1.226], [-1.088, 2.347, -3.557], [1.437, 0.364, 3.214], [2.373, 0.698, 0.946], [1.001, -3.221, 0.118], [0.500, 5.691, 2.974], [-0.988, 1.103, 3.617], [-1.945, 0.757, 1.108], [-0.847, 2.885, 1.674], [-1.439, 3.393, -2.744], [1.571, 4.132, 1.958], [0.441, -1.226, -5.313], [-1.349, -3.978, 1.339], [2.692, 2.342, -0.299], [0.431, 4.738, 2.465], [-1.184, 0.147, -5.167], [2.612, 2.144, 0.773], [-2.794, 2.282, 2.323], [2.960, 0.196, 0.285], [-1.139, 2.993, -1.489], [1.445, 2.910, 1.328], [-0.792, 4.101, 2.334], [1.762, -4.164, 1.115], [1.138, -0.384, -2.741], [-2.191, -1.150, 1.922]], "lumo_ev": -5.54, "spin_multiplicity": 1, "orbital_gap_ev": 7.80, "charge": 2, "de_lowest_kj_mol": 10.61}

---

Record 5
{"formula": "C24H21N5O3PdS2", "method": "wB97M-V/def2-TZVPD", "elements": ["C", "H", "C", "H", "H", "O", "N", "C", "C", "C", "C", "H", "H", "H", "O", "C", "S", "H", "C", "H", "C", "H", "C", "C", "C", "H", "H", "C", "N", "N", "H", "H", "H", "C", "C", "C", "C", "H", "H", "S", "C", "H", "H", "H", "C", "C", "O", "H", "H", "Pd", "N", "C", "C", "N", "C", "C"], "positions_angstrom": [[-4.377, 0.419, -2.165], [-0.484, 5.306, -1.352], [2.449, 0.769, -0.902], [5.760, 0.960, -2.106], [-1.965, -7.737, -0.921], [-0.147, 0.548, 2.162], [-2.384, -1.666, -1.544], [4.706, 1.238, -2.167], [1.656, 1.248, 3.542], [-2.911, -5.853, -1.398], [2.987, 1.637, 3.671], [0.613, 3.151, -0.873], [0.450, -4.198, -0.511], [4.623, 2.230, -2.611], [-0.429, 0.835, 4.657], [2.730, 1.937, 6.035], [2.132, 0.538, -2.598], [-3.594, -3.851, -1.789], [-2.953, 0.692, -1.778], [0.202, -6.670, -0.367], [-0.434, 3.178, -1.162], [-4.155, 3.158, -2.117], [1.063, 0.873, 2.202], [3.533, 1.981, 4.899], [-2.442, 4.361, -1.763], [0.767, 1.512, 6.815], [4.572, 2.282, 4.973], [-2.420, 1.927, -1.621], [-1.043, 1.993, -1.215], [1.931, 0.967, 1.211], [4.033, 0.325, -4.027], [3.580, 1.661, 2.765], [-4.598, 0.731, -3.195], [-3.102, 3.183, -1.858], [-0.488, -4.677, -0.760], [-1.042, 4.383, -1.424], [0.851, 1.204, 4.702], [-2.969, 5.294, -1.939], [-3.864, -6.309, -1.647], [4.075, 1.306, -0.456], [-2.769, -4.479, -1.477], [4.123, -0.794, -2.637], [-0.577, 0.615, 3.662], [3.141, 2.203, 7.004], [-1.847, -6.662, -0.995], [-1.554, -3.854, -1.150], [-0.183, -1.910, -0.835], [-5.076, 0.942, -1.504], [-4.563, -0.652, -2.087], [-0.344, 0.126, -0.875], [1.516, 0.639, -0.051], [-1.377, -2.399, -1.174], [3.892, 0.225, -2.949], [-2.060, -0.359, -1.557], [-0.636, -6.056, -0.683], [1.405, 1.552, 5.940]], "lumo_ev": 4.08, "spin_multiplicity": 1, "orbital_gap_ev": 3.12, "charge": -2}

---

Record 6
{"formula": "C24H36ClF10HgI2NO4S", "method": "wB97M-V/def2-TZVPD", "elements": ["C", "O", "H", "N", "C", "H", "H", "F", "F", "H", "F", "H", "H", "H", "H", "Cl", "C", "H", "C", "S", "H", "H", "H", "F", "I", "C", "C", "H", "H", "C", "H", "H", "C", "F", "C", "H", "H", "C", "H", "C", "F", "H", "C", "H", "C", "F", "H", "Hg", "H", "H", "H", "C", "C", "H", "I", "O", "H", "H", "C", "H", "C", "F", "O", "C", "C", "H", "F", "C", "C", "F", "C", "C", "C", "H", "H", "H", "H", "O", "H", "H"], "positions_angstrom": [[-0.642, -0.370, -0.011], [-4.558, -0.633, 3.262], [0.512, -5.363, 0.168], [1.468, -1.915, 0.580], [2.851, -1.648, 1.042], [-1.750, -4.248, -0.057], [-0.431, -3.154, -0.569], [1.350, -1.664, -4.135], [1.003, -0.675, -6.203], [-1.437, 1.661, 0.027], [1.011, 1.886, -4.922], [1.092, 3.286, 3.719], [-4.251, 0.751, -0.328], [1.664, -0.076, -0.294], [-3.494, -0.594, 1.150], [-3.122, -3.185, 1.797], [1.992, -1.090, -5.226], [-0.601, 1.680, -3.220], [-2.610, -0.322, 1.835], [0.121, 0.764, 2.910], [-1.727, -2.013, 4.142], [-2.075, -0.628, 5.276], [1.574, -2.777, 0.009], [1.892, 3.182, -3.306], [3.386, 1.875, 1.039], [-4.127, 0.450, -1.413], [0.304, 1.939, -1.207], [1.413, 2.240, -1.081], [-3.367, -1.866, 4.946], [1.469, 2.767, 1.475], [-5.006, -0.170, 3.997], [3.514, -1.122, 0.253], [0.115, -4.679, 0.984], [2.686, -2.147, -5.853], [0.154, 1.865, 1.438], [-4.554, 1.333, -2.019], [2.879, -1.045, 2.011], [2.832, 0.891, -3.575], [-2.513, 0.808, 1.591], [3.149, 3.896, 3.305], [3.954, 1.764, -3.481], [-3.116, 0.737, 3.769], [1.618, 3.704, 2.808], [1.296, 4.784, 2.578], [1.549, 1.832, -3.591], [3.375, 0.788, -6.034], [0.335, 0.189, -2.759], [-0.223, -0.822, -7.813], [3.819, 4.417, 2.554], [3.590, 2.979, 3.802], [0.959, -4.158, 1.566], [-1.685, -0.726, -1.187], [0.334, 1.315, -2.658], [-2.649, 0.096, -2.999], [-1.327, 3.488, 1.961], [-0.278, -0.720, 2.479], [-0.869, -2.972, 2.445], [0.963, -1.331, -1.389], [-1.222, -0.979, 1.392], [3.047, 4.659, 4.167], [-0.918, -3.576, 0.366], [4.288, -0.699, -4.634], [-0.665, 1.420, 4.033], [-3.116, -0.324, 3.317], [-1.374, -2.559, 1.494], [3.321, -2.662, 1.291], [2.934, 0.036, -2.465], [-2.527, -1.272, 4.437], [0.872, -0.910, -0.316], [-2.707, -1.688, -0.903], [-0.357, 1.249, 0.050], [3.086, 0.018, -4.882], [-2.572, 0.385, -1.886], [-1.066, -1.223, -2.024], [-4.731, -0.449, -1.738], [-2.230, 1.458, -1.876], [1.320, 3.566, 0.659], [1.503, 0.644, 3.553], [-0.199, 2.972, -1.326], [-0.502, -5.316, 1.705]], "lumo_ev": -12.21, "spin_multiplicity": 1, "orbital_gap_ev": 1.50, "charge": 2}

---

Record 7
{"formula": "C5H7N", "method": "wB97M-V/def2-TZVPD", "elements": ["H", "C", "C", "H", "H", "H", "C", "C", "H", "C", "H", "N", "H"], "positions_angstrom": [[-1.051, 1.875, -0.090], [-0.877, -0.674, -0.895], [-0.389, 0.555, 1.321], [-2.067, -2.087, -2.226], [1.849, -0.009, -1.131], [1.773, -1.165, 0.246], [-1.513, -1.412, -1.612], [1.488, -0.173, -0.115], [1.942, 0.590, 0.525], [0.000, 0.097, -0.033], [-1.391, 0.546, 1.726], [-0.153, 1.534, 0.238], [0.388, 0.383, 2.067]], "lumo_ev": 1.09, "smiles": "C#C[C@]1(C)CN1", "spin_multiplicity": 1, "orbital_gap_ev": 10.33, "charge": 0, "de_lowest_kj_mol": 295.66}

---

Molar mass values, unit g mol⁻¹, following the record order: 200.8 263.3 150.2 661.7 598.0 1114.5 81.1.